A molecular structure, C17H16IrN6O2S3 in a non-equilibrium geometry. Source: the OMol25 dataset; level of theory: ωB97M-V with the def2-TZVPD basis set.

Results
**Largest force on an atom**: 0.0393 Eh/bohr
**Highest occupied orbital energy (spin up / spin down)**: -10.5 / -10.7 eV
**Relative energy (zero: lowest compared OMol25 entry of this formula, charge and spin)**: 0.0000 eV
**⟨S²⟩**: 6.048

The geometry in ORCA input format:
```
! RIJCOSX wB97M-V def2-TZVPD def2/J DEFGRID3
* xyz 1 5
Ir 0.8322 0.1999 0.1546
N 1.5309 3.0011 3.5650
C 1.5506 2.2533 2.4226
S 0.3752 2.4452 1.1956
N 2.5854 1.3879 2.3294
N 2.4178 0.4628 1.4201
C 3.6038 0.2666 0.7209
C 3.6098 0.5838 -0.6359
C 4.7376 0.7121 -1.5093
C 4.5040 1.0303 -2.8366
C 3.2070 1.2484 -3.3235
C 2.1564 1.0450 -2.4641
N 2.3497 0.7626 -1.1647
H 0.8113 3.6761 3.6406
H 2.2759 2.9828 4.2481
H 4.5637 0.1212 1.1972
H 5.7244 0.5980 -1.1668
H 5.3759 1.0826 -3.4690
H 3.0791 1.4359 -4.3981
H 1.1647 1.1814 -2.7280
O -4.2240 -1.7542 -0.6271
C -3.6063 -1.8631 -1.8428
C -4.3074 -2.4770 -2.8646
C -3.7225 -2.6700 -4.1041
C -2.4028 -2.2255 -4.3024
C -1.7128 -1.6286 -3.2885
C -2.3155 -1.3887 -2.0507
C -1.4945 -0.7477 -1.0149
O -0.3272 -0.2869 -1.3908
N -1.8495 -0.7796 0.2272
N -0.8142 -0.3916 1.0941
C -1.1486 -0.2933 2.3539
S 0.1165 -0.2205 3.5270
C -0.9041 0.4570 4.8549
C -2.3465 -0.0889 4.6687
S -2.7740 -0.2026 2.9341
H -3.6053 -1.3716 0.0108
H -5.3160 -2.8416 -2.6459
H -4.2000 -3.2139 -4.8985
H -1.9233 -2.4553 -5.2523
H -0.6741 -1.2875 -3.4027
H -0.8410 1.5797 4.7888
H -0.4727 0.1464 5.7825
H -3.0901 0.5861 5.1187
H -2.4997 -1.0583 5.1267
*
```


A molecular structure, ClLi3 in a non-equilibrium geometry. Source: the OMol25 dataset; level of theory: ωB97M-V with the def2-TZVPD basis set.

Results
**Largest force on an atom**: 0.0838 Eh/bohr
**Highest occupied orbital energy**: -22.2 eV
**Relative energy (zero: lowest compared OMol25 entry of this formula, charge and spin)**: 1.3734 eV

The geometry in ORCA input format:
```
! RIJCOSX wB97M-V def2-TZVPD def2/J DEFGRID3
* xyz 2 1
Li -1.0922 0.3202 -1.1914
Li -0.4653 -1.6694 1.2118
Li 1.3711 1.5221 -0.0626
Cl 0.1865 -0.1729 0.0423
*
```


A molecular structure, C19H12N4O4S2Y. Source: the OMol25 dataset; level of theory: ωB97M-V with the def2-TZVPD basis set.

Results
**Largest force on an atom**: 0.0170 Eh/bohr
**Highest occupied orbital energy**: -12.5 eV
**Relative energy (zero: lowest compared OMol25 entry of this formula, charge and spin)**: 0.0000 eV

The geometry in ORCA input format:
```
! RIJCOSX wB97M-V def2-TZVPD def2/J DEFGRID3
* xyz 1 1
Y 0.0113 -0.7186 0.2137
O 1.4310 3.3643 0.1014
C 1.2513 2.1775 0.1250
N 0.0410 1.4880 0.1774
C -1.1513 2.1985 0.3127
O -1.3019 3.3797 0.4665
C -2.3894 1.3052 0.3014
C -3.6251 1.8884 0.0956
C -4.7497 1.0799 0.1152
C -4.6061 -0.2811 0.3489
C -3.3388 -0.7916 0.5370
N -2.2453 -0.0157 0.5060
C 2.4694 1.2550 0.0837
C 3.7253 1.8112 -0.0615
C 4.8277 0.9715 -0.0890
C 4.6454 -0.3989 0.0318
C 3.3622 -0.8841 0.1741
N 2.2920 -0.0749 0.1999
H -3.6752 2.9561 -0.0608
H -5.7313 1.5054 -0.0450
H -5.4611 -0.9406 0.3826
H -3.1799 -1.8485 0.7176
H 3.8071 2.8852 -0.1455
H 5.8223 1.3815 -0.2023
H 5.4806 -1.0838 0.0179
H 3.1732 -1.9476 0.2748
O 1.3261 -4.6321 0.9548
S -0.0479 -4.4789 0.5884
O -1.0735 -4.6626 1.5645
N -0.2211 -2.9468 -0.0830
C -0.4879 -2.9895 -1.3886
S -0.6102 -1.5668 -2.3060
C -0.6410 -4.3592 -1.9125
C -0.9514 -4.7511 -3.2038
C -1.0390 -6.1116 -3.4658
C -0.8173 -7.0502 -2.4619
C -0.5016 -6.6594 -1.1638
C -0.4219 -5.3062 -0.9228
H -1.1198 -4.0147 -3.9784
H -1.2822 -6.4492 -4.4638
H -0.8910 -8.1040 -2.6942
H -0.3276 -7.3863 -0.3825
*
```


A gas-phase ion, C3H9N2O (charge +1) in a non-equilibrium geometry. Source: the OMol25 dataset; level of theory: ωB97M-V with the def2-TZVPD basis set.

Results
**SMILES**: NC[C@H]([NH3+])C=O
**Largest force on an atom**: 0.0759 Eh/bohr
**Highest occupied orbital energy**: -14.3 eV
**Relative energy (zero: lowest compared OMol25 entry of this formula, charge and spin)**: 2.2379 eV

The geometry in ORCA input format:
```
! RIJCOSX wB97M-V def2-TZVPD def2/J DEFGRID3
* xyz 1 1
N -1.5539 0.4432 -0.4350
C -0.2288 0.6595 -0.9195
C 0.5684 -0.4188 -0.1529
N 0.1990 -0.3233 1.2668
C 2.0786 -0.2584 -0.3630
O 2.7627 -0.0391 0.6047
H -2.1899 -0.2660 -0.6574
H -2.1243 1.2229 -0.1436
H -0.0064 0.4263 -1.9414
H 0.0479 1.6907 -0.6631
H 0.4379 -1.3932 -0.5296
H 0.6451 0.5684 1.5916
H 0.2229 -1.1201 1.8058
H -0.7789 -0.0898 1.2020
H 2.3717 -0.2338 -1.3620
*
```


8 unconnected molecules or ions with the total composition C30H46F2O6 in a non-equilibrium geometry. Source: the OMol25 dataset; level of theory: ωB97M-V with the def2-TZVPD basis set.

Results
**SMILES**: Fc1ccccc1.Fc1ccccc1.CC(C)=O.CC(C)=O.CC(C)=O.CC(C)=O.CC(C)=O.CC(C)=O
**Largest force on an atom**: 0.0953 Eh/bohr
**Highest occupied orbital energy**: -9.3 eV
**Relative energy (zero: lowest compared OMol25 entry of this formula, charge and spin)**: 0.8669 eV

The geometry in ORCA input format:
```
! RIJCOSX wB97M-V def2-TZVPD def2/J DEFGRID3
* xyz 0 1
F 0.6000 -0.5472 1.1774
C 0.2395 -0.8808 -0.0840
C -0.4684 0.0233 -0.8577
C -0.9930 -0.3653 -2.0569
C -0.7823 -1.6769 -2.5273
C -0.1483 -2.6203 -1.7297
C 0.4473 -2.1850 -0.5126
H -0.6772 1.0073 -0.4647
H -1.6902 0.2823 -2.5677
H -1.2067 -1.9910 -3.4694
H -0.0342 -3.6596 -2.0004
H 0.8339 -2.9599 0.1326
F -5.2980 -2.8905 9.4738
C -5.6790 -2.4655 8.2808
C -4.7391 -2.0592 7.3078
C -5.1071 -1.8525 6.0181
C -6.4803 -1.7938 5.6782
C -7.3750 -2.0716 6.6334
C -7.0402 -2.5206 7.9160
H -3.6971 -1.9559 7.5722
H -4.3273 -1.6115 5.3109
H -6.9360 -1.6206 4.7145
H -8.4284 -2.0931 6.3961
H -7.8038 -2.7421 8.6468
C 6.8892 -0.9782 5.7298
C 6.5016 0.1201 6.7547
C 5.3017 -0.1828 7.6404
O 7.0934 1.1732 6.8143
H 7.3399 -1.7826 6.3111
H 7.5937 -0.7518 4.9295
H 5.9958 -1.3687 5.2426
H 4.8179 -1.1353 7.4241
H 4.6193 0.6555 7.4997
H 5.5302 -0.0774 8.7010
C -0.8150 -8.3331 -8.5962
C -1.1478 -9.4697 -7.6607
C -1.4196 -9.3254 -6.2024
O -1.3613 -10.6292 -8.1342
H 0.0582 -7.7991 -8.2215
H -1.6044 -7.6334 -8.8709
H -0.6304 -8.7808 -9.5727
H -0.4505 -9.2963 -5.7044
H -1.9724 -10.2156 -5.9022
H -2.0795 -8.4711 -6.0516
C -0.6632 5.2804 5.8547
C -2.1792 5.1863 5.5701
C -3.0575 5.1794 6.8043
O -2.7099 5.0650 4.4860
H -0.3765 4.4060 6.4389
H -0.4703 6.2632 6.2849
H -0.0183 5.2332 4.9772
H -2.7823 4.3563 7.4637
H -4.1062 5.0263 6.5495
H -3.0041 6.1265 7.3412
C -2.3744 5.4743 -7.0627
C -2.4084 6.7761 -7.8788
C -3.7350 7.2240 -8.3532
O -1.3121 7.3627 -8.0525
H -2.3137 4.6020 -7.7135
H -3.3575 5.3732 -6.6029
H -1.5447 5.5229 -6.3575
H -3.5522 7.9622 -9.1340
H -4.2939 7.8012 -7.6166
H -4.3608 6.4442 -8.7871
C 2.1422 8.3222 -0.7044
C 1.5102 9.6909 -1.0410
C 0.5313 9.7438 -2.1977
O 1.8972 10.6811 -0.4227
H 1.6658 7.4746 -1.1970
H 2.0146 8.3027 0.3780
H 3.1906 8.4715 -0.9625
H 0.8926 9.1494 -3.0368
H 0.3118 10.7861 -2.4289
H -0.4269 9.3411 -1.8692
C 5.4193 -8.3231 -2.7595
C 6.1582 -7.4639 -3.7807
C 6.9882 -6.2876 -3.2411
O 5.8385 -7.5731 -4.9734
H 5.0285 -9.2686 -3.1356
H 4.4868 -7.7951 -2.5601
H 5.9875 -8.4186 -1.8343
H 7.7612 -6.6396 -2.5580
H 6.2576 -5.5376 -2.9378
H 7.4958 -5.7899 -4.0673
*
```


2 unconnected molecules or ions with the total composition C7H10ClN2 in a non-equilibrium geometry. Source: the OMol25 dataset; level of theory: ωB97M-V with the def2-TZVPD basis set.

Results
**Largest force on an atom**: 0.0706 Eh/bohr
**Highest occupied orbital energy**: -13.3 eV
**Relative energy (zero: lowest compared OMol25 entry of this formula, charge and spin)**: 0.0000 eV

The geometry in ORCA input format:
```
! RIJCOSX wB97M-V def2-TZVPD def2/J DEFGRID3
* xyz 1 1
C -3.1197 -0.7709 0.3509
C -2.5089 0.0618 -0.5380
C -2.4384 -1.3160 1.4412
C -1.1472 -0.8864 1.6453
C -1.1363 0.4594 -0.3167
C 4.2396 0.2178 -1.2031
C 3.4707 -0.0403 -0.1601
N -0.5402 0.0174 0.7941
N -0.5773 1.4507 -1.1144
Cl 2.2267 0.9515 0.5773
H -4.2618 -1.0027 0.0915
H -3.0087 0.5209 -1.4614
H -2.9615 -1.9025 2.2393
H -0.6734 -1.0739 2.5724
H 4.1459 1.0032 -1.9486
H 0.3109 0.3940 1.1456
H 5.0473 -0.4978 -1.5090
H 3.6136 -0.8586 0.5308
H -1.0124 1.4328 -2.0469
H 0.3312 1.8396 -1.0905
*
```


Number 1: DFT total energy -2435.0240 Ha. Number 2: DFT total energy -482.2831 Ha. Number 3: DFT total energy -2085.8846 Ha. Number 4: DFT total energy -304.1681 Ha. Number 5: DFT total energy -1821.7739 Ha. Number 6: DFT total energy -842.1640 Ha.